1.
DFT (ωB97M-V with the def2-TZVPD basis set) results for a cluster of 2 separate species, C2H7N3O3 in total at a distorted geometry.

```
15
Properties=species:S:1:pos:R:3:forces:R:3:nbo_charge:R:1
C -0.388424 -0.109674 -2.035018 0.89 -0.85 2.19 0.826
C -0.091890 -0.339467 -0.311015 1.18 -0.48 0.04 0.449
N -0.876433 -1.095873 0.489373 0.64 0.34 -1.24 -0.783
N 1.186071 -0.187309 0.094045 -0.65 -1.15 3.15 -0.445
N 1.606462 -0.387835 1.494004 0.59 -0.97 -3.35 -0.683
O -1.039783 0.865709 -2.322894 -1.00 1.61 0.06 -0.693
O 0.190175 -0.994911 -2.580602 0.60 -1.22 -1.04 -0.628
O -0.977279 1.454984 0.147925 -0.20 2.76 -0.10 -0.993
H -1.065952 1.615772 -0.900373 0.11 -0.05 1.90 0.531
H -1.835683 -1.094578 0.223681 -0.53 -0.13 0.07 0.409
H 1.941338 0.312325 -0.269762 0.29 0.86 -1.83 0.415
H 1.187223 0.259615 2.080782 -1.19 1.06 1.39 0.354
H 1.534852 -1.357820 1.721848 -0.16 -0.31 0.46 0.364
H -0.665436 -1.200401 1.465176 0.02 0.07 0.08 0.385
H -0.705239 2.259462 0.702828 -0.59 -1.55 -1.79 0.490
```
Positions in Å, forces in eV/Å.

Values from the calculation:
Energy relative to the best compared isomer or geometry (same formula, charge and spin), kcal per mole: 67.6
E, hartree: -470.33157
Multiplicity: 1
Kohn-Sham gap, eV: 9.740

2.
DFT (ωB97M-V with the def2-TZVPD basis set) results for a cluster of 9 separate species, FH16O8 in total at a distorted geometry.

```
25
Properties=species:S:1:pos:R:3:forces:R:3:nbo_charge:R:1
F 0.142320 -0.129720 0.078000 -0.63 0.04 0.46 -0.793
O 1.630320 1.601280 1.426000 -0.40 -1.56 -0.25 -0.961
H 1.848320 1.012280 2.167000 0.16 0.56 -0.09 0.444
H 1.040320 0.960280 0.918000 0.91 1.49 0.47 0.487
O -2.363680 -1.426720 0.100000 -0.15 -1.18 -1.15 -0.945
H -1.468680 -1.109720 0.023000 0.50 0.17 -0.39 0.477
H -2.680680 -1.004720 0.866000 -0.67 0.76 1.61 0.457
O 1.101320 -2.403720 0.587000 1.05 -1.26 0.27 -0.966
H 0.459320 -3.063720 0.819000 -0.35 -0.59 0.14 0.456
H 0.592320 -1.609720 0.525000 -0.37 1.17 -0.15 0.482
O -0.191680 -1.221720 -2.236000 -0.02 -0.34 0.49 -0.967
H 0.030320 -0.865720 -1.331000 -0.54 -0.96 -1.62 0.473
H 0.102320 -2.147720 -2.267000 -0.02 0.67 0.28 0.460
O -0.887680 0.426280 2.393000 -0.17 -0.53 -0.04 -0.978
H -0.293680 -0.025720 3.004000 -0.17 0.06 -0.11 0.456
H -0.571680 0.156280 1.496000 -0.12 0.29 0.95 0.485
O 0.166320 2.106280 -2.110000 0.99 -0.89 -1.93 -0.981
H 0.656320 1.248280 -2.036000 -0.26 1.31 -0.33 0.488
H -0.158680 2.278280 -1.257000 -0.76 0.50 1.58 0.465
O 2.029320 0.283280 -1.525000 -1.49 -1.46 -0.88 -0.970
H 1.338320 0.022280 -0.859000 1.41 0.38 -0.57 0.482
H 2.748320 0.604280 -1.044000 1.62 0.98 1.29 0.467
O -1.723680 1.794280 -0.121000 -0.98 -0.36 0.79 -0.960
H -1.135680 1.025280 -0.120000 0.07 0.20 -0.43 0.480
H -2.409680 1.490280 0.504000 0.39 0.56 -0.39 0.462
```
Positions in Å, forces in eV/Å.

Values from the calculation:
Energy relative to the best compared isomer or geometry (same formula, charge and spin), kcal per mole: 38.3
E, hartree: -711.46874
Multiplicity: 1
Kohn-Sham gap, eV: 9.593
Total charge: -1

3.
DFT (ωB97M-V with the def2-TZVPD basis set) results for a structure of composition C3H8F6N2O4PRb at a distorted geometry.

```
25
Properties=species:S:1:pos:R:3:forces:R:3:nbo_charge:R:1
Rb 1.537820 -1.842822 1.961562 -0.23 -0.19 -0.25 0.988
C -1.499857 0.674267 -1.442737 0.00 -0.48 0.08 -0.757
C -0.630153 0.670156 -0.227019 -1.80 3.19 -0.16 0.756
O -0.338270 -0.233893 0.443641 0.93 -2.11 0.94 -0.505
N -0.270487 2.029644 0.420495 -3.96 -1.50 -4.57 -0.628
H -0.998445 2.301608 1.088232 -0.09 0.04 -0.53 0.419
H 0.507491 1.797763 1.100438 0.64 -0.50 0.30 0.450
C 0.142241 3.125424 -0.514452 -0.80 -0.66 0.38 -0.420
H -1.239384 -0.218809 -2.011988 -0.03 0.21 -0.33 0.294
H -1.534438 1.606114 -1.996826 0.44 -0.09 -0.17 0.235
H -2.529261 0.510886 -1.106156 0.11 -0.11 0.26 0.274
H -0.782614 3.562033 -0.878186 0.24 0.35 -0.34 0.208
H 0.705299 2.657676 -1.316816 0.01 0.13 -0.12 0.216
H 0.766135 3.845671 0.003623 -0.14 -0.04 0.06 0.255
P -0.110392 -4.094303 -0.975734 -0.23 -1.38 -1.84 2.598
F -0.952523 -2.742328 -0.666376 0.09 0.11 0.03 -0.604
F 1.289469 -3.364558 -0.553982 0.14 0.85 0.58 -0.626
F -0.348410 -4.542945 0.554878 0.28 -0.04 0.30 -0.598
F 0.785750 -5.410028 -1.297922 -0.30 0.12 0.40 -0.588
F -1.434027 -4.897862 -1.445922 0.07 0.45 0.46 -0.583
F 0.096756 -3.593424 -2.510020 0.10 0.25 0.38 -0.593
N 1.715960 2.057246 2.857778 1.62 -1.08 2.29 0.731
O 2.409900 2.780843 3.567381 -1.12 -0.40 -1.23 -0.385
O 1.509652 0.848971 3.180871 -0.08 0.96 -0.73 -0.568
O 1.201787 2.472670 1.765234 4.09 1.90 3.81 -0.570
```
Positions in Å, forces in eV/Å.

Values from the calculation:
Energy relative to the best compared isomer or geometry (same formula, charge and spin), kcal per mole: 25.7
E, hartree: -1494.30001
Multiplicity: 1
Kohn-Sham gap, eV: 9.907

4.
DFT (ωB97M-V with the def2-TZVPD basis set) results for an isolated molecule of C19H21N5O4 at a distorted geometry.

```
49
Properties=species:S:1:pos:R:3:forces:R:3:nbo_charge:R:1
C 1.636707 -3.317070 -1.039501 0.02 -0.29 -0.15 -0.413
N 1.893712 -2.039327 -0.413198 -0.04 -0.04 0.00 -0.428
C 3.154306 -1.488852 -0.460769 0.06 -0.16 -0.03 0.802
O 4.080101 -2.059511 -1.001753 0.17 -0.12 -0.16 -0.643
N 3.318157 -0.257478 0.155447 0.27 0.17 0.10 -0.454
C 4.629892 0.352212 0.074233 0.14 0.06 0.00 -0.338
C 4.600961 1.666228 -0.681637 0.26 0.17 0.12 0.801
O 5.413325 2.538086 -0.554258 0.16 0.00 0.08 -0.588
O 3.594479 1.729994 -1.559304 -0.50 -0.14 -0.43 -0.691
C 2.340900 0.526224 0.796187 -0.44 -0.27 0.04 0.654
O 2.620781 1.624242 1.246487 0.09 0.12 0.11 -0.634
C 1.090826 -0.139354 0.812820 0.19 -0.68 -0.41 -0.127
C 0.886015 -1.370429 0.209208 -0.13 1.22 0.70 0.446
N -0.398118 -1.773391 0.325730 0.00 -0.45 -0.24 -0.588
C -0.991090 -0.792001 1.005519 0.41 0.19 0.12 0.584
N -0.147141 0.216210 1.328265 -0.16 -0.36 -0.20 -0.343
C -0.538087 1.417069 2.012436 -0.19 0.56 0.25 -0.209
C -2.013677 1.652456 1.703184 0.10 -0.22 0.09 -0.420
C -2.816088 0.396304 2.042560 -0.12 0.35 0.22 -0.203
N -2.285416 -0.771733 1.367922 -0.01 0.06 -0.05 -0.426
C -3.157006 -1.836076 0.928606 0.08 -0.32 -0.30 -0.190
C -3.440682 -1.770540 -0.583052 -0.03 0.03 0.25 -0.443
C -3.965348 -0.419015 -0.969536 0.02 -0.10 -0.09 -0.026
C -3.112861 0.540862 -1.499967 -0.05 -0.05 -0.02 -0.232
C -3.579569 1.808064 -1.805508 0.02 0.09 -0.05 -0.198
C -4.906609 2.131825 -1.581095 0.01 0.11 -0.02 -0.225
C -5.765753 1.180603 -1.056584 -0.11 0.01 0.05 -0.221
C -5.297109 -0.084971 -0.752677 0.02 0.01 -0.03 -0.179
H 1.020705 -3.181212 -1.929309 0.01 -0.05 0.00 0.204
H 2.594255 -3.753556 -1.315690 -0.13 0.03 0.03 0.248
H 1.106780 -3.958705 -0.337358 0.01 -0.02 -0.05 0.214
H 5.286124 -0.347190 -0.453447 -0.11 0.19 0.12 0.278
H 5.024764 0.546392 1.075161 -0.04 0.04 -0.22 0.243
H 3.609150 2.587510 -2.012431 0.23 -0.08 0.21 0.501
H -0.382812 1.298826 3.091996 0.01 0.07 -0.10 0.197
H 0.094508 2.237318 1.666375 -0.07 -0.11 0.07 0.243
H -2.133326 1.874138 0.641136 0.00 0.05 0.05 0.223
H -2.391449 2.494984 2.280195 -0.01 0.01 0.01 0.227
H -2.798927 0.229338 3.129133 -0.08 0.07 -0.06 0.188
H -3.854882 0.531587 1.731892 0.09 -0.04 0.04 0.221
H -4.086154 -1.761042 1.496238 0.06 -0.02 0.02 0.203
H -2.672593 -2.789871 1.153417 -0.16 0.00 0.05 0.222
H -2.507025 -1.975482 -1.106368 -0.06 -0.07 -0.03 0.236
H -4.163917 -2.548888 -0.830615 0.02 -0.06 -0.05 0.218
H -2.076693 0.288467 -1.677887 0.13 -0.04 -0.02 0.217
H -2.906603 2.544301 -2.221007 0.06 0.06 -0.04 0.215
H -5.271823 3.119543 -1.819573 -0.03 0.08 -0.03 0.215
H -6.803920 1.425675 -0.886187 -0.09 0.02 0.01 0.214
H -5.972095 -0.825724 -0.346726 -0.08 -0.09 0.04 0.202
```
Positions in Å, forces in eV/Å.

Values from the calculation:
Energy relative to the best compared isomer or geometry (same formula, charge and spin), kcal per mole: 0.6
E, hartree: -1311.48244
Multiplicity: 1
Kohn-Sham gap, eV: 8.183
SMILES: Cn1c(=O)n(CC(=O)O)c(=O)c2c1nc1n2CCCN1CCc1ccccc1